[1]
The following is a DFT calculation (ωB97M-V/def2-TZVPD) of 2 unconnected molecules or ions with the total composition CH3N2OS2.

Atoms and positions in Å:
C  -0.547  -1.770  -1.331
N  -0.566  0.987  1.438
N  0.512  1.195  0.801
O  -0.878  -2.701  -2.059
S  1.032  -0.984  -1.261
S  1.643  2.379  1.053
H  -0.781  1.918  2.021
H  -1.254  -1.193  -0.556
H  0.840  0.168  -0.105

Calculated values
* LUMO: 3.6 eV
* energy relative to the best compared isomer or geometry (same formula, charge and spin): 72.58 kJ/mol
* charge: -1

[2]
The following is a DFT calculation (ωB97M-V/def2-TZVPD) of 2 unconnected molecules or ions with the total composition CH3N2P.

Atoms and positions in Å:
C  -0.109  -1.422  -0.509
N  0.251  -2.413  -0.059
N  -0.395  0.816  0.601
P  -0.327  0.229  -0.941
H  -0.334  0.372  1.571
H  -0.930  1.573  0.697
H  1.844  0.845  -1.360

Calculated values
* LUMO (spin up / spin down): -0.8 / -1.0 eV
* energy relative to the best compared isomer or geometry (same formula, charge and spin): 260.49 kJ/mol
* charge: 0

[3]
The following is a DFT calculation (ωB97M-V/def2-TZVPD) of a molecular structure, CH3N2PS.

Atoms and positions in Å:
C  1.064  -0.083  -0.375
N  0.249  1.055  -0.215
N  -0.931  1.001  0.045
P  -1.991  -0.319  0.111
S  0.466  -1.678  0.188
H  1.288  0.006  -1.548
H  1.937  0.113  0.308
H  -2.083  -0.095  1.486

Calculated values
* LUMO: -1.3 eV
* energy relative to the best compared isomer or geometry (same formula, charge and spin): 329.49 kJ/mol
* charge: 0

| no. | molar mass (Da) | E_tot (eV) |
| --- | --- | --- |
| 1 | 123.18 | -27783.4155 |
| 2 | 74.02 | -13351.0856 |
| 3 | 106.09 | -24186.6225 |